[1]
# C15H44F3N3O7

A 7-piece molecular cluster, C15H44F3N3O7 overall in a non-equilibrium geometry (the ωB97M-V functional and the def2-TZVPD basis, the OMol25 dataset).

Bonds (Å) are listed after each position.
Atoms and positions in Å:
1 N -0.1201 -0.0127 -1.0664  H2 1.010, H3 1.010, H4 1.010, H5 1.010
2 H 0.2914 -0.9074 -0.8420  N1 1.010
3 H -0.1745 0.5890 -0.2570  N1 1.010
4 H -1.0750 -0.2019 -1.3356  N1 1.010
5 H 0.3436 0.4134 -1.8560  N1 1.010
6 C 0.9377 3.8487 3.3606  O7 1.427, O8 1.389, C9 1.561, H20 1.090
7 O 2.3535 3.9936 3.2508  C6 1.427, C13 1.378
8 O 0.5381 2.8175 2.5202  C6 1.389
9 C 0.4111 3.9594 4.8259  C6 1.561, F10 1.379, F11 1.308, F12 1.332
10 F 0.3929 2.7251 5.4412  C9 1.379
11 F 1.2167 4.6550 5.5860  C9 1.308
12 F -0.8054 4.5022 4.8383  C9 1.332
13 C 2.8628 5.2739 3.2502  O7 1.378, C14 1.506, H18 1.090, H19 1.090
14 C 4.3192 5.1144 3.5993  C13 1.506, H15 1.090, H16 1.090, H17 1.090
15 H 4.8700 6.0503 3.5056  C14 1.090
16 H 4.4376 4.8156 4.6409  C14 1.090
17 H 4.8622 4.4382 2.9390  C14 1.090
18 H 2.4434 5.9547 3.9909  C13 1.090
19 H 2.8265 5.5646 2.2003  C13 1.090
20 H 0.5423 4.7215 2.8410  C6 1.090
21 C 2.6418 1.3679 -5.3668  O22 1.429, H23 1.090, H24 1.090, H25 1.090
22 O 1.5959 1.6815 -4.4457  C21 1.429, H26 0.960
23 H 2.1226 1.0649 -6.2760  C21 1.090
24 H 3.3465 2.1698 -5.5868  C21 1.090
25 H 3.1664 0.4487 -5.1059  C21 1.090
26 H 1.1258 2.4237 -4.8329  O22 0.960
27 C 4.0987 1.5078 -0.5222  O28 1.398, H29 1.090, H30 1.090, H31 1.090
28 O 3.6819 0.9224 0.6774  C27 1.398, H32 0.960
29 H 3.6953 2.4872 -0.7795  C27 1.090
30 H 5.1769 1.6383 -0.4301  C27 1.090
31 H 3.8171 0.9333 -1.4047  C27 1.090
32 H 3.1735 1.5860 1.1496  O28 0.960
33 C -0.0715 -3.3791 -4.4778  O34 1.359, H35 1.090, H36 1.090, H37 1.090
34 O 1.1961 -3.0178 -4.1451  C33 1.359, H38 0.960
35 H -0.1406 -3.9685 -5.3921  C33 1.090
36 H -0.4881 -4.0437 -3.7209  C33 1.090
37 H -0.6569 -2.4606 -4.5170  C33 1.090
38 H 1.7965 -3.6718 -4.5104  O34 0.960
39 C 0.9239 -4.1181 2.7580  C40 1.498, H45 1.090, H46 1.090, H47 1.090
40 C 1.2295 -4.7246 1.4228  C39 1.498, C41 1.555, N44 1.451, H48 1.090
41 C 0.1463 -5.7171 0.9126  C40 1.555, O42 1.423, H49 1.090, H50 1.090
42 O 0.0423 -6.8583 1.7569  C41 1.423, C43 1.373
43 C -1.0711 -7.6058 1.4617  O42 1.373, H51 1.090, H52 1.090, H53 1.090
44 N 1.4392 -3.6281 0.4962  C40 1.451, H54 1.010, H55 1.010
45 H -0.0655 -3.6673 2.6804  C39 1.090
46 H 1.6804 -3.3936 3.0593  C39 1.090
47 H 0.9835 -4.9839 3.4176  C39 1.090
48 H 2.1825 -5.2360 1.5578  C40 1.090
49 H 0.4420 -6.1020 -0.0634  C41 1.090
50 H -0.7863 -5.1769 0.7496  C41 1.090
51 H -1.9118 -6.9405 1.6581  C43 1.090
52 H -1.0967 -8.3649 2.2436  C43 1.090
53 H -1.0203 -8.1190 0.5014  C43 1.090
54 H 1.7114 -4.0386 -0.3856  N44 1.010
55 H 2.3070 -3.2531 0.8517  N44 1.010
56 C -4.3433 0.0761 0.4375  C57 1.552, H62 1.090, H63 1.090, H64 1.090
57 C -4.6253 0.4834 -1.0335  C56 1.552, C58 1.513, N61 1.447, H65 1.090
58 C -4.3451 1.9522 -1.2643  C57 1.513, O59 1.422, H66 1.090, H67 1.090
59 O -5.3654 2.8541 -0.8546  C58 1.422, C60 1.457
60 C -5.2759 4.2315 -1.3219  O59 1.457, H68 1.090, H69 1.090, H70 1.090
61 N -3.8399 -0.4096 -1.8586  C57 1.447, H71 1.010, H72 1.010
62 H -3.3170 0.0521 0.8038  C56 1.090
63 H -4.7376 -0.9305 0.5765  C56 1.090
64 H -4.9078 0.7083 1.1230  C56 1.090
65 H -5.6547 0.2834 -1.3308  C57 1.090
66 H -4.3956 2.0968 -2.3435  C58 1.090
67 H -3.3622 2.2910 -0.9371  C58 1.090
68 H -6.0713 4.8569 -0.9164  C60 1.090
69 H -5.1373 4.3354 -2.3980  C60 1.090
70 H -4.3618 4.7437 -1.0218  C60 1.090
71 H -4.1118 -1.3570 -1.6381  N61 1.010
72 H -4.0364 -0.3450 -2.8472  N61 1.010

**Gap between HOMO and LUMO**: 4.8 eV
**Lowest unoccupied orbital energy**: -0.76 eV
**Spin multiplicity**: 1
**Energy above the lowest of the compared OMol25 structures with the same formula, charge and spin**: 365.96 kJ/mol

---

[2]
# C15H44N2O7

A 7-piece molecular cluster, C15H44N2O7 overall in a non-equilibrium geometry (the ωB97M-V functional and the def2-TZVPD basis, the OMol25 dataset).

Bonds (Å) are listed after each position.
Atoms and positions in Å:
1 N 2.3706 -0.5647 0.1345  C2 1.367, H5 1.014, H6 0.988
2 C 3.0821 -1.7261 0.0166  N1 1.367, N3 1.423, O4 1.250
3 N 4.3954 -1.5498 -0.5016  C2 1.423, H7 1.028, H8 1.005
4 O 2.6645 -2.8261 0.4378  C2 1.250
5 H 2.6917 0.2410 -0.3907  N1 1.014
6 H 1.4659 -0.4856 0.5228  N1 0.988
7 H 4.9116 -2.3761 -0.8309  N3 1.028
8 H 4.5998 -0.7182 -1.0286  N3 1.005
9 C -0.0939 1.7062 2.4037  C10 1.497, H13 1.095, H14 1.108, H15 1.097
10 C 1.1432 2.0184 3.1861  C9 1.497, C11 1.491, O12 1.476, H16 1.070
11 C 1.8908 3.1541 2.5752  C10 1.491, H17 1.085, H18 1.094, H19 1.087
12 O 0.5642 2.2593 4.5225  C10 1.476, H20 0.986
13 H 0.1310 1.3081 1.4086  C9 1.095
14 H -0.7135 2.6138 2.2612  C9 1.108
15 H -0.8347 1.0609 2.8917  C9 1.097
16 H 1.8446 1.2160 3.2851  C10 1.070
17 H 1.2092 3.9206 2.2221  C11 1.085
18 H 2.4166 2.6679 1.7485  C11 1.094
19 H 2.6959 3.5541 3.1870  C11 1.087
20 H 1.0232 3.0307 4.9308  O12 0.986
21 C -0.2694 -4.5671 2.2897  C22 1.500, H25 1.103, H26 1.099, H27 1.102
22 C -0.3366 -3.0791 2.1138  C21 1.500, C23 1.561, O24 1.473, H28 1.101
23 C 0.6269 -2.2922 3.0562  C22 1.561, H29 1.065, H30 1.088, H31 1.058
24 O 0.0860 -2.6901 0.7573  C22 1.473, H32 1.005
25 H 0.7892 -4.8721 2.3472  C21 1.103
26 H -0.7393 -5.1033 1.4529  C21 1.099
27 H -0.7078 -4.9338 3.2314  C21 1.102
28 H -1.3316 -2.6177 2.2094  C22 1.101
29 H 0.4539 -1.2416 3.0731  C23 1.065
30 H 1.6162 -2.5093 2.6580  C23 1.088
31 H 0.5305 -2.6582 4.0439  C23 1.058
32 H 1.0737 -2.8725 0.7411  O24 1.005
33 C -3.4042 3.4420 0.9813  C34 1.593, H37 1.099, H38 1.104, H39 1.125
34 C -2.5567 4.2506 -0.0981  C33 1.593, C35 1.509, O36 1.402, H40 1.096
35 C -1.5640 3.3805 -0.8290  C34 1.509, H41 1.070, H42 1.109, H43 1.110
36 O -3.3795 4.9535 -0.9891  C34 1.402, H44 0.954
37 H -4.0473 4.1607 1.5081  C33 1.099
38 H -2.8280 2.8182 1.6868  C33 1.104
39 H -4.0731 2.7365 0.4154  C33 1.125
40 H -1.9626 4.9623 0.4859  C34 1.096
41 H -0.9370 2.9073 -0.1031  C35 1.070
42 H -0.9152 3.9698 -1.5080  C35 1.109
43 H -2.1261 2.6239 -1.4143  C35 1.110
44 H -3.7885 4.2749 -1.5197  O36 0.954
45 C -1.4780 -3.5205 -3.9023  C46 1.510, H49 1.090, H50 1.070, H51 1.110
46 C -0.6634 -2.2799 -3.6249  C45 1.510, C47 1.529, O48 1.395, H52 1.094
47 C -1.5715 -1.0771 -3.3698  C46 1.529, H53 1.108, H54 1.100, H55 1.118
48 O 0.2150 -2.4763 -2.5594  C46 1.395, H56 1.002
49 H -0.8649 -4.4152 -4.0060  C45 1.090
50 H -2.0275 -3.3028 -4.7942  C45 1.070
51 H -2.1898 -3.7522 -3.0828  C45 1.110
52 H -0.0012 -2.0583 -4.4667  C46 1.094
53 H -2.2181 -0.8844 -4.2492  C47 1.108
54 H -1.0241 -0.1624 -3.0984  C47 1.100
55 H -2.1661 -1.3588 -2.4661  C47 1.118
56 H -0.2885 -2.4945 -1.6928  O48 1.002
57 C 2.6263 0.8398 -3.4472  O58 1.489, H59 1.072, H60 1.075, H61 1.091
58 O 3.5711 0.7050 -2.3040  C57 1.489, H62 0.996
59 H 1.7930 1.4903 -3.2700  C57 1.072
60 H 3.2032 1.1563 -4.2975  C57 1.075
61 H 2.2277 -0.1671 -3.5830  C57 1.091
62 H 4.2154 1.4643 -2.3230  O58 0.996
63 C -2.1863 -0.0399 0.1605  O64 1.437, H65 1.066, H66 1.094, H67 1.145
64 O -0.8020 -0.2266 -0.1779  C63 1.437, H68 0.955
65 H -2.7476 0.1722 -0.7211  C63 1.066
66 H -2.4969 -0.9518 0.6797  C63 1.094
67 H -2.2486 0.8701 0.8520  C63 1.145
68 H -0.5451 -1.0779 0.1716  O64 0.955

**Gap between HOMO and LUMO**: 10.0 eV
**SMILES**: NC(N)=O.CC(C)O.CC(C)O.CC(C)O.CC(C)O.CO.CO
**Lowest unoccupied orbital energy**: 0.28 eV
**Spin multiplicity**: 1
**Energy above the lowest of the compared OMol25 structures with the same formula, charge and spin**: 0.00 kJ/mol

---

- Which of these has the lowest gap between HOMO and LUMO?
  C15H44F3N3O7

---

- The lowest lowest unoccupied orbital energy belongs to which entry?
  C15H44F3N3O7